# 1
This record from the OMol25 dataset describes a cluster of 2 separate species, C27H22Cl2F5N2O9S in total. The level of theory is ωB97M-V/def2-TZVPD.

Results
**Net charge**: -1
**Gap between HOMO and LUMO**: 5.25 eV

Each line ends with the Löwdin charge.
Positions of all 68 atoms, in Å:
C -1.8206 -2.8106 -0.3668  0.00
C -1.2219 -3.0135 -1.5956  -0.13
C -1.3506 -1.8637 -2.5745  -0.13
C -0.4324 -0.7332 -2.1328  -0.08
C 0.9035 -0.7940 -2.5783  -0.19
C 1.4248 -1.8942 -3.4230  -0.68
Cl 2.2330 -3.2012 -2.6165  0.70
C 1.2916 -1.8878 -4.7474  -0.74
C 0.5743 -0.8026 -5.4882  -0.09
Cl 1.9444 -3.1680 -5.7182  0.66
C 1.8053 0.1958 -2.2133  0.05
C 1.3675 1.2341 -1.4206  -0.09
C 0.0565 1.3299 -0.9642  -0.02
C -0.8679 0.3337 -1.3236  -0.06
C -2.2882 0.4335 -0.8118  -0.20
N -2.3309 0.2833 0.6555  0.04
C -0.2981 2.5011 -0.0980  -0.26
O -1.3728 3.0358 -0.1606  0.14
C 0.7880 2.9614 0.8202  0.02
C 0.5120 3.4921 2.0930  -0.18
O -0.7879 3.6041 2.4253  0.01
C -1.1292 3.6078 3.8040  -0.12
C -1.1125 2.2128 4.4247  -0.41
C 0.2162 1.7813 5.0531  -0.04
O -1.5849 1.2716 3.4858  -0.02
C 1.5820 3.8778 2.8836  0.08
C 2.8771 3.7221 2.4424  -0.19
F 3.9071 4.0785 3.2418  0.08
C 3.1830 3.2108 1.1905  -0.02
C 4.6385 3.0936 0.8276  -0.35
O 5.1559 3.7336 -0.0175  0.20
N 5.4669 2.1734 1.6235  0.18
C 5.1313 0.8268 1.5179  -0.54
O 5.7486 -0.0380 2.0218  0.17
F 4.0601 0.5375 0.7817  0.15
C 2.1047 2.8438 0.3785  0.00
C 2.3298 2.2947 -1.0055  -0.28
O 3.1924 2.6803 -1.7505  0.15
H -1.1802 -2.6803 0.5054  0.06
H -2.8936 -2.8384 -0.1989  0.06
H -0.7106 -3.9354 -1.8539  0.09
H -1.0547 -2.1592 -3.5783  0.10
H -2.3996 -1.5644 -2.5789  0.12
H -0.4831 -1.0729 -5.5323  0.09
H 0.9124 -0.7453 -6.5190  0.07
H 0.7048 0.1612 -5.0082  0.08
H 2.8381 0.1743 -2.5293  0.14
H -2.7200 1.3793 -1.1316  0.11
H -2.9008 -0.3553 -1.2294  0.08
H -2.8988 0.9981 1.0825  0.06
H -1.4026 0.2920 1.0492  0.05
H -2.1641 3.9405 3.8366  0.13
H -0.5736 4.3271 4.4040  0.12
H -1.8423 2.2691 5.2435  0.14
H 0.7587 2.5935 5.5306  0.08
H 0.0329 1.0141 5.8064  0.08
H 0.8255 1.3115 4.2802  0.09
H -1.6584 0.4210 3.9301  0.11
H 1.4367 4.2966 3.8681  0.12
H 5.3925 2.4347 2.6036  0.14
C -4.5805 -7.2165 -1.3102  -0.67
F -3.8605 -8.0583 -0.5466  0.10
F -4.6499 -7.7618 -2.5368  0.10
F -5.8294 -7.2072 -0.8128  0.10
S -3.8462 -5.5254 -1.3517  0.43
O -2.5280 -5.7330 -1.9135  -0.33
O -3.8629 -5.1072 0.0351  -0.34
O -4.7586 -4.7967 -2.2079  -0.34

Cartesian forces (eV/Å) of the 3 atoms listed first:
C 0.903 -0.401 -0.244
C -0.812 0.934 0.658
C -1.084 -1.091 -0.495

=====

# 2
This record from the OMol25 dataset describes the ion C5H6NO3P with charge -2. The level of theory is ωB97M-V/def2-TZVPD.

Results
**Net charge**: -2
**Structure (SMILES)**: O=P([O-])([O-])[C@H]1C=CCN=C1
**Gap between HOMO and LUMO**: 6.19 eV

Each line ends with the Löwdin charge.
Positions of all 16 atoms, in Å:
C -0.6887 -0.9286 0.3923  -0.15
C 0.2788 -1.0364 -0.5368  -0.18
C 0.3914 1.4276 -0.5730  -0.17
C -1.0179 0.4027 1.0554  -0.29
C 1.1594 0.0633 -0.8210  -0.31
N -0.5920 1.5606 0.2371  -0.01
O 2.5195 0.1910 1.6692  -0.48
O 3.5489 -1.0902 -0.3197  -0.50
O 3.5671 1.4234 -0.4743  -0.49
P 2.9350 0.1978 0.1838  0.10
H -1.4900 -1.5704 0.7804  0.06
H 0.5005 -1.9065 -1.0533  0.06
H 0.8481 2.1869 -1.1887  0.08
H -2.0809 0.3747 1.3000  0.06
H -0.5361 0.3049 2.1159  0.12
H 1.5015 -0.1349 -1.8893  0.10

Cartesian forces (eV/Å) of the 3 atoms listed first:
C -1.111 0.812 0.165
C -1.190 0.574 2.451
C 0.867 -3.617 0.112

=====

# 3
This record from the OMol25 dataset describes a structure of composition C10H24AlN5O2. The level of theory is ωB97M-V/def2-TZVPD.

Results
**Net charge**: +2
**Gap between HOMO and LUMO**: 10.88 eV

Each line ends with the Löwdin charge.
Positions of all 42 atoms, in Å:
Al -0.0551 -0.1335 -0.4918  0.18
C -2.9338 0.1621 1.0836  -0.13
C -2.8928 0.7377 -0.3282  -0.13
N -1.5382 1.2298 -0.7415  -0.05
C -1.1699 2.5695 -0.2104  -0.11
C -0.0403 2.4114 0.7953  -0.14
N 0.9834 1.4957 0.2227  -0.04
C 2.0157 1.1751 1.2509  -0.15
C 3.2424 0.4481 0.7018  -0.13
C 2.9505 -0.5910 -0.3859  -0.13
N 1.6303 -1.2604 -0.2207  -0.05
C 1.4845 -2.0801 1.0118  -0.11
C -0.0028 -2.3025 1.2626  -0.11
N -0.7226 -0.9963 1.1732  -0.04
C -2.2068 -1.1731 1.2039  -0.14
H -3.9800 -0.0042 1.3399  0.14
H -2.5508 0.8840 1.8124  0.12
H -3.6124 1.5503 -0.4312  0.14
H -3.1788 -0.0467 -1.0308  0.14
H -1.6067 1.3165 -1.7549  0.15
H -2.0269 3.0634 0.2458  0.14
H -0.8277 3.1966 -1.0343  0.15
H -0.4021 1.9644 1.7230  0.12
H 0.3877 3.3834 1.0410  0.15
H 1.4588 2.0080 -0.5232  0.17
H 1.5264 0.5714 2.0160  0.11
H 2.3379 2.0963 1.7374  0.14
H 3.7460 -0.0186 1.5484  0.13
H 3.9519 1.1678 0.2926  0.13
H 3.7496 -1.3324 -0.3997  0.14
H 2.9319 -0.1161 -1.3681  0.13
H 1.5589 -1.9043 -1.0090  0.15
H 1.9451 -1.5551 1.8477  0.13
H 1.9899 -3.0408 0.9129  0.15
H -0.1646 -2.7680 2.2348  0.15
H -0.4166 -2.9573 0.4948  0.12
H -0.4867 -0.4687 2.0139  0.15
H -2.4903 -1.6825 2.1257  0.15
H -2.4793 -1.8218 0.3695  0.13
O -1.3416 -2.8891 -1.8694  0.07
N -0.9378 -2.0666 -2.5949  -0.01
O -0.5041 -0.9368 -1.9174  -0.12

Cartesian forces (eV/Å) of the 3 atoms listed first:
Al 0.342 0.359 1.225
C 0.180 -0.008 -0.184
C -0.158 -0.153 0.256

=====

# 4
This record from the OMol25 dataset describes a cluster of 9 separate species, C44H102N3O9 in total. The level of theory is ωB97M-V/def2-TZVPD.

Results
**Net charge**: -1
**Gap between HOMO and LUMO**: 5.98 eV

Each line ends with the Löwdin charge.
Positions of all 158 atoms, in Å:
C -23.3897 -6.5126 17.8998  -0.11
C -23.6262 -6.5484 16.4153  -0.49
O -23.4231 -5.3476 15.7336  -0.30
H -22.3874 -6.1326 18.0974  0.06
H -23.4282 -7.4753 18.4095  0.05
H -24.2157 -5.9488 18.3333  0.05
H -24.6597 -6.8812 16.3196  0.07
H -23.0843 -7.3784 15.9620  0.07
C -21.2625 -8.5544 23.1445  -0.03
C -20.5228 -8.9539 21.7934  -0.42
C -18.9463 -9.1755 22.1271  -0.12
C -18.7168 -10.5254 22.8016  -0.20
C -19.3201 -11.6895 21.9906  -0.13
C -20.8515 -11.5122 21.7333  -0.48
N -21.0242 -10.1929 21.0854  -0.09
O -22.3698 -9.9864 20.6867  -0.02
C -21.2212 -12.5183 20.5697  -0.03
C -21.6910 -11.8323 22.9852  -0.02
C -20.5202 -7.6819 20.9037  -0.04
H -22.3337 -8.6076 22.9501  0.06
H -21.0839 -7.5008 23.3594  0.08
H -21.1687 -9.1309 24.0648  0.07
H -18.2898 -9.0611 21.2646  0.11
H -18.6771 -8.3934 22.8370  0.11
H -19.0842 -10.6448 23.8208  0.10
H -17.6470 -10.6827 22.9394  0.10
H -19.2121 -12.6372 22.5181  0.12
H -18.7391 -11.7551 21.0707  0.11
H -21.1762 -13.5705 20.8507  0.08
H -22.2416 -12.3968 20.2063  0.08
H -20.5740 -12.2867 19.7238  0.06
H -22.5641 -11.1797 22.9818  0.07
H -21.8680 -12.9058 23.0517  0.08
H -21.2004 -11.5532 23.9176  0.07
H -21.5639 -7.4721 20.6696  0.07
H -20.1352 -8.1024 19.9746  0.08
H -20.1048 -6.7420 21.2672  0.09
H -22.8369 -9.9060 21.5216  0.06
C -21.3155 -13.0518 16.3680  -0.03
C -21.3314 -11.7478 15.5783  -0.49
C -21.9651 -10.5855 16.3642  -0.13
C -21.0378 -9.8728 17.3084  -0.17
C -19.7424 -9.4937 16.5817  -0.12
C -19.0229 -10.6843 15.8143  -0.45
N -20.0419 -11.3317 14.9089  -0.11
O -19.4472 -12.3257 14.1923  -0.02
C -17.9650 -9.9824 14.9180  -0.04
C -18.3577 -11.6196 16.8568  -0.02
C -22.2613 -12.0124 14.4519  -0.07
H -22.2831 -13.3443 16.7758  0.09
H -20.6491 -13.0740 17.2303  0.05
H -20.8540 -13.8741 15.8212  0.08
H -22.5153 -9.8738 15.7488  0.11
H -22.7022 -11.0356 17.0292  0.11
H -20.8677 -10.4618 18.2096  0.09
H -21.5400 -8.9634 17.6386  0.10
H -19.0627 -9.3440 17.4205  0.10
H -19.7992 -8.5411 16.0550  0.09
H -18.3089 -9.6067 13.9543  0.08
H -17.2748 -9.3441 15.4695  0.08
H -17.3502 -10.8111 14.5667  0.06
H -17.4119 -11.1714 17.1610  0.08
H -18.9899 -11.6906 17.7419  0.06
H -18.1706 -12.5952 16.4082  0.08
H -23.2494 -12.4236 14.6586  0.08
H -21.8591 -12.7242 13.7311  0.08
H -22.3730 -11.1194 13.8369  0.08
H -19.5234 -12.0456 13.2773  0.11
C -30.1091 -6.0516 16.8177  -0.02
C -29.4013 -5.4568 18.1197  -0.41
C -30.4180 -5.3761 19.3867  -0.11
C -30.4284 -6.4641 20.4307  -0.21
C -29.0350 -7.0866 20.6649  -0.12
C -28.1849 -7.3022 19.3369  -0.46
N -28.1045 -6.1460 18.4148  -0.12
O -27.2315 -6.3385 17.3317  -0.02
C -26.6908 -7.6721 19.6938  -0.02
C -28.8349 -8.5481 18.6970  -0.04
C -29.0263 -4.0005 17.7756  -0.05
H -29.6237 -6.0823 15.8422  0.07
H -31.0405 -5.5144 16.6389  0.07
H -30.4757 -7.0510 17.0520  0.06
H -30.2560 -4.4124 19.8696  0.10
H -31.4531 -5.2596 19.0658  0.11
H -31.1227 -7.2480 20.1280  0.09
H -30.7887 -6.0689 21.3805  0.11
H -29.1294 -7.9724 21.2930  0.12
H -28.5505 -6.2742 21.2067  0.11
H -26.2499 -7.9691 18.7422  0.06
H -26.1749 -6.7436 19.9386  0.08
H -26.6978 -8.5062 20.3955  0.08
H -28.5130 -9.4364 19.2405  0.08
H -29.8996 -8.6128 18.9215  0.07
H -28.6031 -8.6524 17.6371  0.06
H -28.5880 -3.4516 18.6091  0.08
H -29.9682 -3.5198 17.5113  0.08
H -28.4328 -4.0228 16.8616  0.04
H -26.4320 -5.8710 17.5845  0.08
C -19.5872 -4.2537 17.9871  -0.04
C -19.0860 -4.5286 16.5433  -0.48
C -19.2399 -5.9089 15.9358  -0.05
O -19.6479 -3.6690 15.5833  -0.03
H -19.1639 -5.0078 18.6505  0.07
H -20.6719 -4.3604 18.0050  0.05
H -19.4218 -3.2472 18.3714  0.07
H -18.0397 -4.2583 16.6857  0.12
H -18.8679 -6.6574 16.6354  0.06
H -18.6286 -6.1088 15.0557  0.08
H -20.2109 -6.1488 15.5026  0.08
H -18.9854 -3.1309 15.1439  0.09
C -25.8971 -10.5742 16.4144  -0.07
C -26.9893 -10.1178 15.5020  -0.47
C -26.3920 -9.3921 14.2730  -0.04
O -27.7780 -11.2641 15.1384  -0.06
H -25.1216 -11.0863 15.8448  0.06
H -26.2353 -11.1473 17.2778  0.08
H -25.3842 -9.6797 16.7678  0.07
H -27.6380 -9.5097 16.1324  0.11
H -25.8964 -10.1658 13.6866  0.08
H -25.8676 -8.4684 14.5177  0.06
H -27.2338 -9.0299 13.6828  0.08
H -27.3466 -11.8113 14.4780  0.08
C -25.4861 -2.0902 18.2351  -0.05
C -23.9993 -2.1100 18.0037  -0.55
C -23.0724 -2.7041 19.0046  -0.05
O -23.7458 -2.5684 16.7095  -0.03
H -25.7098 -3.1567 18.2088  0.07
H -26.0503 -1.5401 17.4820  0.08
H -25.8036 -1.6029 19.1570  0.07
H -23.6537 -1.0823 17.8921  0.13
H -23.2379 -3.7815 18.9955  0.06
H -23.2942 -2.4000 20.0275  0.07
H -22.0268 -2.4775 18.7958  0.07
H -24.0459 -3.4802 16.6975  0.04
C -21.2602 -8.0530 12.6836  -0.05
C -22.4256 -7.1380 12.4683  -0.54
C -23.8187 -7.7286 12.6506  -0.06
O -22.4341 -5.9460 13.1903  -0.03
H -20.3868 -7.4316 12.4853  0.08
H -21.3569 -8.9066 12.0127  0.08
H -21.1744 -8.3898 13.7167  0.06
H -22.5209 -6.8097 11.4333  0.13
H -23.7965 -8.2255 13.6205  0.05
H -24.0746 -8.4316 11.8579  0.08
H -24.5373 -6.9194 12.7809  0.07
H -22.7514 -6.2354 14.0489  0.03
C -27.0337 -5.3562 13.6764  -0.05
C -26.3783 -3.9494 13.7583  -0.51
C -26.7509 -3.3253 15.0809  -0.07
O -25.0575 -4.2046 13.7607  -0.04
H -26.7058 -5.8724 12.7741  0.07
H -28.1160 -5.3732 13.5480  0.06
H -26.8600 -6.0242 14.5201  0.06
H -26.6160 -3.2672 12.9421  0.14
H -26.2071 -2.3916 15.2250  0.08
H -26.4455 -3.9449 15.9241  0.06
H -27.8320 -3.1941 15.1260  0.07
H -24.8853 -4.8502 14.4500  0.04

Cartesian forces (eV/Å) of the 3 atoms listed first:
C 0.325 -0.213 0.399
C -0.360 1.084 -1.150
O -0.610 -1.122 0.949